Computed, not measured: the molecule C25H28N4O3 at a distorted geometry, with wB97M-V/def2-TZVPD.

```
60
Properties=species:S:1:pos:R:3:forces:R:3
C -7.578961 -1.800792 0.584736 -0.024 -0.229 0.073
O -7.370315 -0.471597 0.174931 0.134 0.329 -0.089
C -6.099607 0.014118 0.156086 0.094 0.156 -0.047
C -5.960282 1.343557 -0.250881 -0.187 -0.222 0.056
C -4.719004 1.930498 -0.309745 0.129 -0.128 0.017
C -3.569150 1.209399 0.031599 -0.377 0.031 0.031
C -2.273429 1.854553 -0.038964 1.081 -0.717 0.055
O -2.258950 3.225507 -0.085432 -0.354 0.191 0.004
C -0.978373 3.605751 -0.118993 1.745 -0.277 -0.008
N -0.571911 4.869496 -0.166067 -0.880 -0.015 0.022
C 0.741126 4.989608 -0.203935 -0.231 0.202 -0.008
N 1.651651 4.032539 -0.228590 0.461 -0.404 0.035
C 1.251614 2.757209 -0.197157 -0.525 0.341 -0.070
N 2.169075 1.780511 -0.291431 0.025 -0.469 0.042
C 3.587464 2.019903 -0.352657 0.438 0.100 0.095
C 4.318878 1.567504 0.914459 -0.175 -0.292 -0.207
C 4.172211 0.076117 1.280996 0.153 0.296 0.161
N 4.741466 -0.922958 0.402011 0.023 -0.007 -0.108
C 3.949658 -1.317746 -0.738291 0.069 -0.029 0.010
C 6.129983 -0.713856 0.068203 -0.128 -0.090 0.027
C -0.130895 2.484984 -0.102765 -0.516 0.947 0.030
C -0.994737 1.347948 -0.048672 -0.782 0.310 -0.045
C -0.549468 -0.047928 -0.033901 -0.041 -0.167 -0.128
C 0.241278 -0.521127 1.014170 -0.151 -0.117 -0.073
C 0.691881 -1.823801 1.022813 0.006 -0.245 -0.081
C 0.374315 -2.689489 -0.026734 0.004 0.106 0.122
O 0.879451 -3.948505 0.073204 0.026 0.337 0.236
C 0.619433 -4.864083 -0.962188 -0.051 -0.175 -0.208
C -0.410558 -2.221848 -1.076189 0.069 -0.369 -0.038
C -0.866565 -0.915271 -1.072121 0.138 0.149 0.185
C -3.715952 -0.111287 0.450309 0.113 0.316 -0.036
C -4.962451 -0.705473 0.510266 -0.338 -0.199 0.008
H -7.250299 -1.960131 1.616848 -0.001 0.003 -0.046
H -8.653720 -1.963518 0.520955 0.088 -0.038 0.022
H -7.066632 -2.510129 -0.073500 -0.008 0.029 0.034
H -6.849785 1.892981 -0.515531 -0.101 0.073 -0.033
H -4.619741 2.957836 -0.623454 -0.036 0.092 -0.029
H 1.123885 6.001034 -0.228374 0.030 0.104 0.002
H 1.845222 0.826756 -0.247222 -0.039 0.105 -0.050
H 3.999185 1.515497 -1.232029 0.007 0.100 0.043
H 3.712248 3.097567 -0.476897 0.074 -0.205 -0.083
H 5.376387 1.809459 0.801393 0.074 0.058 0.051
H 3.935041 2.147341 1.756490 0.042 0.067 0.051
H 3.115934 -0.167847 1.411070 -0.030 -0.008 0.087
H 4.659251 -0.057364 2.254945 -0.147 0.045 0.023
H 2.917170 -1.471277 -0.428780 -0.073 -0.023 -0.041
H 4.336803 -2.269203 -1.108004 -0.076 -0.029 -0.105
H 3.968215 -0.602540 -1.574905 -0.014 0.004 -0.035
H 6.290267 0.084089 -0.673450 0.041 0.029 0.001
H 6.534001 -1.640743 -0.340613 0.096 0.014 -0.037
H 6.682120 -0.466851 0.973443 0.115 0.035 0.023
H 0.483568 0.138856 1.835372 0.034 0.064 0.076
H 1.295613 -2.202143 1.832871 0.091 -0.043 0.100
H 1.021894 -4.514195 -1.918440 -0.030 -0.008 0.036
H -0.452644 -5.059458 -1.067994 0.042 0.021 -0.004
H 1.125434 -5.784111 -0.674514 -0.056 0.042 -0.068
H -0.674698 -2.864126 -1.901224 0.001 -0.093 -0.065
H -1.480406 -0.561299 -1.886902 -0.049 0.042 -0.086
H -2.849341 -0.680570 0.747074 0.019 -0.058 0.043
H -5.033869 -1.729357 0.842326 -0.041 -0.081 0.029
```
Positions in Å, forces in eV/Å.

The calculation puts the HOMO-LUMO gap at 7.9 eV. As for the charge: 0. As for the molecular weight: 432.5 g mol⁻¹. The calculation puts the energy above the lowest of the compared OMol25 structures with the same formula, charge and spin at 153.7 kJ/mol. The lowest unoccupied orbital energy is 0.549 eV. The calculation puts the largest force on an atom at 0.0344 hartree/bohr. The total energy comes out at -1414.19128 Ha. The calculation puts the HOMO energy at -7.3 eV.


Computed, not measured: a structure of composition C30H38BeN8O4S at a distorted geometry, with wB97M-V/def2-TZVPD.

```
82
Properties=species:S:1:pos:R:3:forces:R:3
Be 1.996666 2.422360 -0.845963 -2.623 -3.087 1.359
S 0.117597 0.406145 -0.214049 -0.293 -0.856 0.512
O 1.607606 0.329831 -0.184328 2.465 1.293 -0.700
O -0.113945 1.853744 -0.381960 1.017 2.696 -1.247
O -0.424188 -0.429460 -1.265548 -0.071 0.428 0.263
O -0.416540 0.002853 1.077004 0.427 0.064 0.259
C -3.173902 1.826787 -0.490330 -0.786 -0.053 0.578
C -4.603589 2.169380 -0.589351 0.004 -0.013 0.031
N -5.701615 2.508138 -0.642001 0.334 -0.174 -0.020
H -3.000133 1.204773 0.388930 -0.189 -0.061 0.037
H -2.653534 2.763086 -0.299156 0.333 -0.148 -0.418
H -2.850510 1.261259 -1.360777 0.152 0.373 -0.105
N 4.356609 -0.782717 -0.358543 -1.890 1.405 -0.270
C 5.007504 -1.749052 0.307959 -0.221 -0.279 0.014
C 6.349979 -1.529119 0.126591 0.458 -0.141 0.489
C 6.492630 -0.338685 -0.587195 -0.035 0.360 -0.298
C 5.191925 0.136871 -0.895156 2.085 -0.883 0.622
H 3.369317 -0.573446 -0.342180 -0.354 -0.603 0.196
H 4.515326 -2.513325 0.887151 -0.228 0.007 -0.292
H 7.070695 -2.200324 0.566995 0.350 0.292 -0.250
H 7.433814 0.108495 -0.865948 -0.125 0.115 -0.070
H 4.931384 1.048070 -1.406474 -0.388 -0.276 -0.207
N 1.859432 0.328664 3.202626 -0.638 -0.503 0.368
C 2.482879 -0.869505 2.975660 1.526 0.759 -0.856
C 3.377575 -1.113584 4.037391 -1.781 0.688 -0.221
C 3.033460 -0.161457 5.031256 0.238 0.239 -1.101
C 2.099770 0.743318 4.457837 1.361 -0.711 1.619
H 1.192028 0.760948 2.582963 -0.135 -0.302 -0.014
H 2.397593 -1.239490 1.965032 0.096 -0.469 0.181
H 4.172242 -1.838479 4.095354 -0.296 -0.251 -0.018
H 3.548656 -0.166531 5.978551 -0.379 0.510 0.165
H 1.648777 1.609464 4.914907 -0.125 0.001 -0.236
N -2.680518 4.628715 -2.930568 -0.105 0.008 -0.850
C -2.224394 3.391799 -3.293623 0.274 -0.138 1.108
C -2.807941 3.009631 -4.467022 0.988 -0.473 0.799
C -3.602845 4.082933 -4.857188 -0.464 0.882 -1.209
C -3.518350 5.100745 -3.932986 0.429 -0.606 0.422
H -2.428423 5.048457 -2.053418 -0.226 0.306 -0.192
H -1.545910 2.907118 -2.607075 -0.043 -0.285 -0.190
H -2.603645 2.067968 -4.951101 -0.201 0.112 -0.195
H -4.031275 4.105587 -5.848337 -0.461 0.337 0.237
H -3.902729 6.106555 -3.919897 -0.142 -0.130 0.032
N -0.825977 -0.673929 -3.863652 -1.091 -0.749 1.862
C -1.222805 -1.879785 -4.381385 0.834 1.372 -1.453
C -1.065159 -1.707096 -5.757777 0.069 -1.331 0.079
C -0.562993 -0.411359 -6.026488 -0.991 -0.591 -0.197
C -0.549795 0.223962 -4.815263 1.579 0.697 -0.420
H -0.780924 -0.527654 -2.852848 -0.115 0.364 -0.754
H -1.525802 -2.687585 -3.737090 -0.024 -0.047 -0.178
H -1.206496 -2.486852 -6.491578 -0.131 0.061 -0.011
H -0.333472 -0.031560 -7.008662 -0.022 0.187 0.128
H -0.156045 1.202870 -4.585521 -0.216 0.025 0.163
N 1.176554 -2.712356 -1.050765 1.504 -1.261 -0.714
C 1.191713 -3.155475 0.228646 0.198 -0.308 1.002
C 2.178917 -4.149388 0.389150 -1.370 0.504 -1.376
C 2.659988 -4.365674 -0.928923 1.530 -0.083 0.350
C 2.127382 -3.441039 -1.774408 -1.957 1.215 0.059
H 0.602452 -1.976945 -1.443164 -0.049 -0.140 0.332
H 0.440862 -2.784970 0.911206 0.183 -0.007 0.204
H 2.403819 -4.794510 1.222222 -0.188 0.310 0.220
H 3.457382 -5.039019 -1.205831 -0.129 -0.139 0.004
H 2.155382 -3.230122 -2.831565 0.475 -0.307 -0.012
N -1.388639 1.799430 2.901067 0.859 -0.284 -0.407
C -1.833174 1.397845 4.134598 -0.764 0.767 -0.564
C -2.133760 2.571715 4.818507 0.184 -0.447 1.193
C -1.669025 3.644892 4.081204 0.948 0.751 -1.910
C -1.221955 3.141308 2.857066 -0.177 0.423 0.989
H -1.106897 1.228049 2.103483 -0.213 -0.283 0.634
H -1.931044 0.350001 4.358575 -0.350 0.102 0.065
H -2.604432 2.751829 5.773043 0.146 -0.682 0.165
H -1.506603 4.675884 4.354445 -0.531 -0.010 0.219
H -0.719834 3.622279 2.032867 -0.224 -0.020 -0.098
N -2.052847 -1.958899 1.912492 -0.002 0.489 -0.693
C -3.050198 -2.792170 1.416841 1.046 -0.245 1.724
C -3.412942 -3.558823 2.514167 -0.623 0.232 0.122
C -2.726523 -3.090059 3.666690 -0.096 -0.585 0.126
C -1.868497 -2.117338 3.250459 0.031 -0.128 -0.518
H -1.436475 -1.280506 1.464619 -0.770 -0.426 -0.533
H -3.392413 -2.811769 0.396515 0.224 0.118 -0.007
H -4.137351 -4.355364 2.589022 -0.130 0.111 -0.401
H -2.869312 -3.469215 4.666364 0.138 0.017 -0.025
H -1.072507 -1.549099 3.705623 -0.122 -0.102 0.299
```
Positions in Å, forces in eV/Å.

The calculation puts the HOMO-LUMO gap at 2.2 eV. As for the charge: 0. As for the molecular weight: 615.8 g mol⁻¹. The lowest unoccupied orbital energy is -5.792 eV. The calculation puts the largest force on an atom at 0.0831 hartree/bohr. The total energy comes out at -2317.65092 Ha. The calculation puts the HOMO energy at -8.0 eV.